1.
Density functional theory data (ωB97M-V/def2-TZVPD) for C33H60BN6OPdSSbSe4 as an isolated structure.

```
108
Properties=species:S:1:pos:R:3:forces:R:3:mulliken_charge:R:1
Pd -0.903 0.838 0.084 0.147 -0.306 -0.033 1.005
C -3.266 0.703 4.593 0.027 -0.026 0.026 -1.967
C -2.376 1.091 3.415 0.013 -0.022 0.009 1.568
C -1.456 2.250 3.808 -0.004 -0.067 -0.009 -0.707
C -1.561 -0.083 2.959 0.017 0.041 -0.005 -0.773
C -1.171 -1.149 3.758 0.021 0.016 0.006 -0.878
C -0.390 -1.978 2.978 -0.084 0.001 0.015 -0.299
C 0.165 -3.256 3.580 0.017 -0.022 -0.022 0.402
C 1.404 -3.915 2.985 -0.016 0.002 0.000 -1.522
C -0.965 -4.275 3.782 0.016 0.011 0.004 -1.407
N -0.321 -1.439 1.740 0.098 -0.003 0.053 0.699
N -1.038 -0.263 1.743 -0.074 0.011 -0.017 -0.409
B 0.454 -1.951 0.468 0.004 -0.002 0.008 1.640
N -0.554 -2.133 -0.702 -0.036 0.007 0.086 0.999
N -1.272 -1.050 -1.104 0.080 0.100 -0.077 0.620
C -2.087 -1.423 -2.084 -0.027 -0.052 -0.012 -0.888
C -1.896 -2.790 -2.320 -0.057 -0.017 0.070 -0.873
C -0.954 -3.222 -1.415 -0.002 0.003 -0.062 0.079
C -0.693 -4.694 -1.209 0.016 -0.004 0.057 0.179
C 0.719 -5.211 -1.454 -0.012 0.003 -0.010 -1.596
C -1.215 -5.151 0.151 -0.007 0.005 -0.016 -1.275
C -3.075 -0.551 -2.825 0.017 0.013 -0.052 1.427
C -3.700 0.560 -1.990 0.002 -0.034 -0.001 -1.050
C -4.186 -1.412 -3.433 0.039 0.014 -0.023 -1.868
N 1.607 -0.902 0.190 -0.011 -0.065 -0.133 0.755
N 1.262 0.412 0.287 -0.063 0.052 -0.047 0.416
C 2.359 1.155 0.174 0.081 -0.035 0.024 -0.138
C 3.443 0.306 -0.045 -0.017 0.004 0.061 -1.013
C 2.950 -0.984 -0.005 0.021 0.043 0.118 -0.140
C 3.917 -2.146 -0.022 -0.006 -0.026 -0.040 0.379
C 3.389 -3.507 -0.425 -0.004 0.032 0.000 -1.226
C 4.667 -2.221 1.314 0.004 0.015 -0.028 -1.421
C 2.426 2.653 0.363 0.096 -0.009 0.007 1.960
C 3.859 3.081 0.695 -0.051 -0.013 -0.029 -2.015
C 1.479 3.152 1.448 -0.043 0.029 0.024 -1.138
H -3.905 1.544 4.856 0.013 -0.012 -0.017 0.364
H -2.667 0.451 5.470 0.001 -0.010 0.004 0.316
H -3.901 -0.151 4.352 -0.007 0.006 -0.001 0.424
H -3.014 1.411 2.591 -0.020 -0.029 0.027 -0.028
H -0.782 1.941 4.611 -0.013 0.011 0.010 0.332
H -2.050 3.094 4.164 -0.017 0.003 0.018 0.267
H -0.850 2.581 2.965 0.029 0.016 0.016 -0.205
H -1.425 -1.308 4.792 0.000 0.006 -0.001 0.523
H 0.462 -2.928 4.581 -0.003 0.012 0.000 0.627
H 1.182 -4.518 2.106 -0.015 -0.001 -0.020 0.153
H 1.834 -4.582 3.735 0.000 0.000 -0.005 0.531
H 2.158 -3.180 2.713 0.028 0.026 -0.017 -0.089
H -1.391 -4.589 2.830 -0.003 -0.005 0.011 0.214
H -1.769 -3.852 4.383 -0.001 -0.005 -0.001 0.436
H -0.581 -5.160 4.293 -0.003 0.001 0.001 0.424
H 0.933 -3.006 0.702 -0.006 -0.008 -0.002 -1.027
H -2.423 -3.421 -3.015 -0.009 -0.001 0.002 0.376
H -1.328 -5.157 -1.969 -0.005 0.006 -0.007 0.525
H 1.361 -5.019 -0.600 0.019 0.010 0.008 0.167
H 1.166 -4.758 -2.339 0.004 -0.010 -0.001 0.361
H 0.687 -6.291 -1.605 0.000 0.000 0.008 0.515
H -0.627 -4.695 0.945 0.023 0.000 0.010 -0.266
H -1.137 -6.236 0.250 0.004 0.003 0.002 0.474
H -2.257 -4.863 0.292 0.004 0.000 0.007 0.424
H -2.532 -0.086 -3.657 0.024 0.037 0.035 0.029
H -4.132 0.164 -1.069 0.012 0.010 0.021 0.319
H -4.498 1.044 -2.556 -0.002 -0.011 -0.006 0.426
H -2.971 1.320 -1.735 -0.019 0.006 0.022 -0.139
H -4.739 -1.932 -2.648 -0.004 -0.004 -0.006 0.411
H -3.801 -2.156 -4.130 0.003 -0.004 -0.010 0.362
H -4.885 -0.778 -3.978 -0.003 -0.001 0.006 0.456
H 4.482 0.566 -0.151 0.001 0.022 0.006 0.573
H 4.653 -1.851 -0.777 0.001 -0.011 -0.015 0.459
H 2.781 -3.939 0.367 -0.007 -0.015 0.008 -0.218
H 4.226 -4.184 -0.605 -0.005 -0.002 -0.013 0.452
H 2.792 -3.450 -1.333 -0.014 -0.005 0.018 0.332
H 3.983 -2.422 2.137 -0.020 -0.020 0.018 0.215
H 5.180 -1.285 1.532 0.000 -0.004 0.003 0.414
H 5.407 -3.023 1.285 -0.001 0.004 0.000 0.430
H 2.165 3.145 -0.576 -0.072 -0.016 -0.017 -0.755
H 4.196 2.612 1.621 0.015 0.005 -0.001 0.418
H 3.895 4.163 0.828 0.007 -0.002 0.011 0.469
H 4.563 2.822 -0.096 -0.001 -0.015 -0.012 0.366
H 1.645 2.602 2.377 -0.017 0.004 0.017 0.410
H 0.433 3.038 1.170 0.029 -0.039 -0.004 -0.243
H 1.648 4.213 1.640 0.008 0.001 -0.008 0.454
Se -4.329 5.862 -0.185 -0.019 0.038 0.039 -0.477
Sb -3.882 4.518 1.737 0.352 -0.080 -0.104 0.647
Se -5.306 3.582 3.357 -0.080 -0.022 -0.011 -0.475
Se -1.845 5.767 2.485 -0.120 -0.047 -0.138 -0.269
Se -2.292 2.777 0.396 -0.178 0.394 0.079 -0.591
C 3.074 1.767 -4.577 -0.016 0.006 0.002 -1.674
C 2.346 2.157 -3.297 -0.035 -0.044 0.026 0.793
C 0.926 2.608 -3.598 -0.031 -0.037 0.059 -1.340
S -0.031 2.998 -2.113 -0.028 -0.040 -0.189 0.649
O -0.639 1.616 -1.813 0.013 0.141 0.036 -0.411
C -1.321 3.977 -2.909 0.010 -0.008 0.038 -0.620
C -0.837 5.403 -3.166 0.006 0.012 -0.003 -0.574
C -0.536 6.173 -1.884 -0.002 -0.007 -0.004 -0.823
H 4.089 1.435 -4.361 0.000 0.002 0.000 0.442
H 3.135 2.609 -5.270 0.004 -0.007 -0.003 0.370
H 2.557 0.951 -5.086 0.007 0.001 -0.003 0.351
H 2.886 2.959 -2.788 0.010 -0.010 0.003 0.278
H 2.317 1.304 -2.615 0.003 0.018 0.046 -0.297
H 0.347 1.806 -4.063 -0.024 0.033 -0.048 0.377
H 0.906 3.482 -4.251 0.028 0.032 0.054 0.565
H -2.148 3.982 -2.198 -0.017 -0.029 0.019 0.266
H -1.622 3.448 -3.815 0.002 -0.011 -0.004 0.479
H -1.633 5.907 -3.718 0.001 -0.003 -0.001 0.419
H 0.035 5.402 -3.828 -0.028 0.007 0.001 0.243
H -1.407 6.179 -1.227 -0.020 0.004 0.028 0.096
H -0.273 7.207 -2.111 0.002 -0.005 0.004 0.400
H 0.295 5.733 -1.328 0.002 0.009 -0.003 0.173
```
Forces are in eV/Å.

Values from the calculation:
Lowest unoccupied orbital energy (spin up / spin down) = -1.10 / -1.97 eV
Expectation value of S² = 2.016
2S+1 = 3
Molar mass = 1143.78 g/mol
HOMO-LUMO gap (spin up / spin down) = 6.76 / 5.80 eV

---

2.
Density functional theory data (ωB97M-V/def2-TZVPD) for C6H16F2O6S2Tl as an isolated structure.

```
33
Properties=species:S:1:pos:R:3:forces:R:3:mulliken_charge:R:1
Tl -1.416 -0.818 -0.346 0.183 0.140 -0.076 0.990
F 1.904 -0.226 1.778 -0.275 -0.044 -0.187 -0.233
F -2.787 0.919 -3.666 0.151 -0.037 0.289 -0.270
O 0.684 -5.045 0.389 1.101 -1.082 0.045 -0.502
S 1.203 -6.398 0.589 -2.892 0.576 3.942 1.063
O 1.789 -7.171 -0.419 0.991 -0.381 -0.954 -0.502
O 2.169 -6.488 1.949 -1.845 0.559 -1.576 -0.279
C 1.599 -6.015 3.246 1.084 -0.253 -0.050 -0.223
C 1.876 -7.150 4.218 -0.140 -0.222 -0.325 -0.987
C -0.379 -7.310 1.306 1.440 0.960 -0.504 -0.853
H 0.564 -5.673 3.226 -0.004 -0.322 -0.480 0.287
H 2.192 -5.129 3.473 0.052 -0.025 0.113 0.323
H 1.373 -8.075 3.937 -0.299 0.111 -0.213 0.261
H 1.546 -6.931 5.233 0.285 0.236 -0.015 0.350
H 2.934 -7.407 4.157 0.043 0.256 0.388 0.303
H -1.052 -7.452 0.460 0.255 -0.147 0.048 0.371
H -0.793 -6.591 2.013 0.007 -0.214 -0.142 0.315
H -0.021 -8.216 1.794 -0.120 0.032 -0.269 0.290
O -1.171 4.073 -0.685 0.645 1.863 -0.729 -0.502
S -1.463 5.435 -1.100 -1.308 2.004 0.067 1.090
O -2.376 6.223 -0.245 1.788 -1.347 -1.776 -0.521
O -0.127 6.401 -1.503 -1.596 -0.731 0.976 -0.273
C -0.393 7.821 -1.717 0.741 1.656 -0.911 -0.219
C 0.377 8.258 -2.946 0.946 -0.822 -0.557 -1.105
C -2.040 5.369 -2.866 -0.276 -0.773 0.814 -0.839
H -0.077 8.432 -0.872 -0.070 -0.592 0.507 0.342
H -1.359 8.228 -2.016 -1.059 -1.317 0.857 0.316
H 0.194 9.247 -3.365 -0.381 0.217 0.755 0.379
H 0.062 7.595 -3.751 0.392 -0.223 -0.167 0.306
H 1.452 8.184 -2.778 0.042 -0.193 -0.253 0.298
H -2.225 6.325 -3.355 0.228 0.047 0.522 0.312
H -2.966 4.802 -2.774 -0.018 -0.033 -0.171 0.383
H -1.270 4.781 -3.366 -0.090 0.100 0.033 0.330
```
Forces are in eV/Å.

Values from the calculation:
Lowest unoccupied orbital energy = -11.60 eV
Net charge = +1
Molar mass = 490.70 g/mol
HOMO-LUMO gap = 1.70 eV